C32H44F4N3NbO6PS | the ωB97M-V functional and the def2-TZVPD basis

```
! RIJCOSX wB97M-V def2-TZVPD def2/J DEFGRID3
* xyz -1 1
C 3.0605 -0.4969 3.2978
C 1.7414 0.2083 3.6543
N 0.6717 -0.0859 2.7006
Nb -1.0869 1.0980 2.8000
C 0.1716 2.8068 1.9610
C 1.2467 2.3969 0.9401
N 2.6202 2.6169 1.4268
C -1.7483 0.6827 0.6839
C -1.8138 -0.7818 0.2038
O -0.5976 -1.4818 0.2331
O -0.4588 1.6426 4.7224
N -1.4172 1.7612 5.6759
O -1.1581 2.5686 6.5031
P -3.0260 2.7670 2.9553
C -3.2577 3.7562 1.4207
O -2.7542 3.9831 4.0649
S -2.4017 -0.9611 3.5577
C -4.0839 -0.8773 2.8862
O -2.5846 -1.0708 5.0066
O -1.8090 -2.2115 3.0112
H 3.6397 -0.5758 4.2162
H 3.6660 0.0797 2.6092
H 2.8944 -1.5077 2.9531
H 1.4796 -0.1418 4.6475
H 1.9576 1.2644 3.6806
H 0.4199 -1.0624 2.8498
H -0.4903 3.4864 1.4318
H 0.6011 3.3970 2.7655
H 1.1147 1.3835 0.5856
H 1.1222 3.0394 0.0674
H 2.6181 2.9912 2.3627
H 3.1505 1.7604 1.3814
H -1.1550 1.2301 -0.0395
H -2.7808 1.0275 0.5933
H -2.6014 -1.3154 0.7257
H -2.1287 -0.7634 -0.8405
H -0.5607 -2.0008 1.0520
H -3.3926 3.1538 0.5335
H -4.1618 4.3437 1.5502
H -2.4504 4.4701 1.3115
H -1.8006 4.1762 4.0575
H -4.4450 -1.8732 2.6697
H -4.1049 -0.2732 1.9866
H -4.6652 -0.3643 3.6369
F -1.3806 1.1426 -3.3804
C -1.9507 0.3056 -4.2634
C -1.1537 -0.5958 -4.9395
C -1.7410 -1.4667 -5.8458
C -3.1105 -1.4160 -6.0696
C -3.8933 -0.4993 -5.3813
C -3.3145 0.3675 -4.4655
H -0.0882 -0.6118 -4.7504
H -1.1329 -2.1818 -6.3727
H -3.5668 -2.0949 -6.7779
H -4.9603 -0.4588 -5.5550
H -3.9071 1.0829 -3.9113
F 3.0966 -3.8123 2.0839
C 1.9768 -4.5601 1.9875
C 0.8341 -4.1513 2.6462
C -0.3105 -4.9260 2.5414
C -0.2926 -6.0941 1.7901
C 0.8675 -6.4862 1.1369
C 2.0149 -5.7136 1.2305
H 0.8386 -3.2426 3.2330
H -1.2127 -4.6095 3.0451
H -1.1868 -6.6982 1.7131
H 0.8813 -7.3970 0.5527
H 2.9292 -5.9958 0.7254
F -0.8098 -4.0936 -6.8526
C 0.4279 -4.6116 -6.6878
C 0.8886 -5.5462 -7.5916
C 2.1608 -6.0697 -7.4171
C 2.9438 -5.6607 -6.3466
C 2.4558 -4.7221 -5.4482
C 1.1882 -4.1865 -5.6179
H 0.2584 -5.8549 -8.4147
H 2.5408 -6.7992 -8.1192
H 3.9339 -6.0746 -6.2121
H 3.0612 -4.4058 -4.6103
H 0.7899 -3.4517 -4.9304
F 0.7817 6.3789 2.8722
C 1.6719 6.8274 1.9660
C 2.4995 5.9226 1.3311
C 3.4092 6.3949 0.3991
C 3.4870 7.7533 0.1195
C 2.6472 8.6442 0.7728
C 1.7270 8.1820 1.7024
H 2.4352 4.8673 1.5593
H 4.0579 5.6950 -0.1101
H 4.2014 8.1163 -0.6078
H 2.7074 9.7032 0.5595
H 1.0578 8.8578 2.2184
*
```

Output
Frontier orbital gap ... 6.31 eV
F_max ... 0.0629 hartree/bohr
HOMO ... -4.72 eV